The following is a DFT calculation (ωB97M-V/def2-TZVPD) of the ion C6H8N3O3S with charge -1.

Calculated values
structure (SMILES) = N/N=N/C1(S(=O)(=O)[O-])C=CCC=C1
calculated total energy = -27797.8965 eV
gap between HOMO and LUMO = 8.3041 eV
lowest unoccupied orbital energy = 3.83 eV
max |F| = 4.1 eV Å⁻¹
ΔE to the lowest compared entry with this formula, charge and spin = 36.3 kcal/mol

Structure (ORCA input):
```
! RIJCOSX wB97M-V def2-TZVPD def2/J DEFGRID3
* xyz -1 1
N -0.4033 0.5554 -3.8207
N -0.2434 0.9292 -2.5149
N -0.1031 -0.1397 -1.8415
C 0.0326 -0.0753 -0.4311
S -1.7371 -0.5333 0.1634
O -2.6497 0.2891 -0.5200
O -1.8135 -1.9600 -0.1705
O -1.7493 -0.2933 1.6160
C 0.2104 1.2525 0.3605
C 0.6706 1.2442 1.5980
C 1.1577 0.0914 2.3311
C 1.2169 -1.0938 1.4831
C 0.7931 -1.1791 0.2202
H -0.4980 -0.4248 -4.0431
H -0.6572 1.2926 -4.4177
H -0.2270 2.0397 -0.0647
H 0.8448 2.0741 2.2998
H 2.0844 0.0629 2.8001
H 0.4361 -0.1532 3.1768
H 1.6401 -1.9068 2.0885
H 0.9947 -2.0719 -0.3133
*
```

=====

The following is a DFT calculation (ωB97M-V/def2-TZVPD) of a cluster of 14 separate species, ClH26O17 in total.

Calculated values
calculated total energy = -47747.2193 eV
gap between HOMO and LUMO = 9.5264 eV
lowest unoccupied orbital energy = 2.26 eV
max |F| = 4.3 eV Å⁻¹
ΔE to the lowest compared entry with this formula, charge and spin = 33.7 kcal/mol

Structure (ORCA input):
```
! RIJCOSX wB97M-V def2-TZVPD def2/J DEFGRID3
* xyz -1 1
Cl 0.0431 0.1954 0.8501
O 0.2861 -1.1686 1.4531
O -0.5279 1.1684 1.8441
O 1.3911 0.7534 0.3861
O -0.9389 0.0354 -0.3149
O 3.9331 -0.3376 1.5351
H 3.7761 -1.0436 0.9101
H 3.0461 0.0414 1.5351
O 0.7851 3.6424 -0.4829
H -0.1419 3.3744 -0.4209
H 1.0891 3.3624 0.3671
O 1.8871 -1.1736 -1.5319
H 1.3661 -0.3826 -1.4689
H 2.7981 -0.8616 -1.5849
O -2.5459 -1.4366 -2.8719
H -1.8349 -0.8426 -3.1569
H -2.9299 -1.3226 -1.9979
O -3.7539 0.9304 0.9501
H -4.3349 1.6454 1.1311
H -2.8899 1.1324 1.2731
O 1.0321 3.2794 2.1141
H 0.3531 3.8744 2.3911
H 0.6591 2.3914 2.1251
O -2.8949 1.3034 -1.5989
H -1.9639 1.1514 -1.8829
H -2.7809 1.5564 -0.7109
O -3.3289 -1.6436 -0.0959
H -3.6009 -0.8556 0.3701
H -2.7609 -2.1986 0.3751
O -0.3489 -2.7296 -1.4959
H -0.8679 -2.0146 -1.1719
H 0.5331 -2.4776 -1.1589
O 1.1631 -3.4576 0.9481
H 0.6941 -2.8706 1.4791
H 2.0581 -3.1306 1.0701
O 1.7431 1.6844 -2.1479
H 2.7231 1.6894 -2.0879
H 1.5371 2.3304 -1.4949
O -1.9649 -3.8336 0.5811
H -2.4629 -4.1736 -0.1189
H -1.1609 -3.4466 0.1851
O 3.8941 2.2844 1.2461
H 4.2981 1.4774 1.4791
H 2.9451 2.0964 1.1971
*
```

=====

The following is a DFT calculation (ωB97M-V/def2-TZVPD) of a structure of composition C18H30Cl3F3GeINO2SbY.

Calculated values
calculated total energy = -142655.8056 eV
gap between HOMO and LUMO = 8.1072 eV
lowest unoccupied orbital energy = -0.23 eV
max |F| = 2.8 eV Å⁻¹
ΔE to the lowest compared entry with this formula, charge and spin = 0.0 kcal/mol

Structure (ORCA input):
```
! RIJCOSX wB97M-V def2-TZVPD def2/J DEFGRID3
* xyz 0 1
Y -1.7206 0.8635 0.6554
Cl -3.5597 -1.1376 -3.7383
C -4.2645 -1.0400 -2.1309
Cl -5.9249 -0.4582 -2.2305
Cl -4.2415 -2.6571 -1.3827
C -3.4467 -0.1055 -1.1921
O -2.3324 0.3123 -1.5885
O -3.9151 0.1194 -0.0600
C 1.0098 -1.3335 2.6110
Ge -0.9288 -1.7708 2.6692
C -1.3513 -2.8421 1.0567
C -1.1932 -2.9261 4.2563
C -2.0352 -0.1587 2.6726
H 1.5949 -2.2453 2.4755
H 1.3362 -0.8696 3.5437
H 1.2526 -0.6527 1.7914
H -0.6021 -3.6163 0.8840
H -1.4062 -2.2149 0.1624
H -2.3189 -3.3305 1.1760
H -0.5102 -3.7774 4.2333
H -2.2162 -3.3032 4.2798
H -1.0176 -2.3643 5.1740
H -1.8249 0.4360 3.5703
H -3.0788 -0.4877 2.7556
C -0.1879 -2.7058 -2.7334
C 1.0026 -2.1699 -1.9441
Sb 0.6548 -0.1661 -1.1836
C 0.3179 0.8011 -3.0941
C 1.4205 0.5835 -4.1229
C 2.7409 0.4719 -0.9462
C 3.8021 -0.4800 -1.4830
H -0.0034 -3.7372 -3.0402
H -0.3620 -2.1123 -3.6322
H -1.1075 -2.6939 -2.1464
H 1.8941 -2.1241 -2.5683
H 1.2252 -2.8036 -1.0843
H 0.1860 1.8636 -2.8760
H -0.6413 0.4288 -3.4497
H 2.3796 0.9743 -3.7790
H 1.1699 1.0980 -5.0532
H 1.5442 -0.4760 -4.3551
H 2.8973 0.6516 0.1195
H 2.8012 1.4397 -1.4508
H 3.7774 -1.4392 -0.9640
H 4.7975 -0.0521 -1.3435
H 3.6713 -0.6667 -2.5494
F -1.7878 3.9091 1.4026
C -2.4155 2.9705 0.6160
F -3.6699 3.4318 0.4724
F -1.8143 3.1842 -0.6649
I 3.0115 5.0326 -0.5355
C 2.0989 3.8514 0.9309
C 2.4790 3.9194 2.2606
C 1.8430 3.0840 3.1664
C 0.8743 2.2112 2.7053
N 0.5112 2.1485 1.4228
C 1.1030 2.9682 0.5551
H 3.2518 4.6032 2.5843
H 2.0964 3.1092 4.2166
H 0.3689 1.5277 3.3768
H 0.7642 2.9236 -0.4739
*
```

=====

What did the first record say?
The following is a DFT calculation (ωB97M-V/def2-TZVPD) of the ion C6H8N3O3S with charge -1.

Calculated values
structure (SMILES) = N/N=N/C1(S(=O)(=O)[O-])C=CCC=C1
calculated total energy = -27797.8965 eV
gap between HOMO and LUMO = 8.3041 eV
lowest unoccupied orbital energy = 3.83 eV
max |F| = 4.1 eV Å⁻¹
ΔE to the lowest compared entry with this formula, charge and spin = 36.3 kcal/mol

Structure (ORCA input):
```
! RIJCOSX wB97M-V def2-TZVPD def2/J DEFGRID3
* xyz -1 1
N -0.4033 0.5554 -3.8207
N -0.2434 0.9292 -2.5149
N -0.1031 -0.1397 -1.8415
C 0.0326 -0.0753 -0.4311
S -1.7371 -0.5333 0.1634
O -2.6497 0.2891 -0.5200
O -1.8135 -1.9600 -0.1705
O -1.7493 -0.2933 1.6160
C 0.2104 1.2525 0.3605
C 0.6706 1.2442 1.5980
C 1.1577 0.0914 2.3311
C 1.2169 -1.0938 1.4831
C 0.7931 -1.1791 0.2202
H -0.4980 -0.4248 -4.0431
H -0.6572 1.2926 -4.4177
H -0.2270 2.0397 -0.0647
H 0.8448 2.0741 2.2998
H 2.0844 0.0629 2.8001
H 0.4361 -0.1532 3.1768
H 1.6401 -1.9068 2.0885
H 0.9947 -2.0719 -0.3133
*
```

=====

> Which formula does entry 1 have?

C6H8N3O3S

=====

What did the third record say?
The following is a DFT calculation (ωB97M-V/def2-TZVPD) of a structure of composition C18H30Cl3F3GeINO2SbY.

Calculated values
calculated total energy = -142655.8056 eV
gap between HOMO and LUMO = 8.1072 eV
lowest unoccupied orbital energy = -0.23 eV
max |F| = 2.8 eV Å⁻¹
ΔE to the lowest compared entry with this formula, charge and spin = 0.0 kcal/mol

Structure (ORCA input):
```
! RIJCOSX wB97M-V def2-TZVPD def2/J DEFGRID3
* xyz 0 1
Y -1.7206 0.8635 0.6554
Cl -3.5597 -1.1376 -3.7383
C -4.2645 -1.0400 -2.1309
Cl -5.9249 -0.4582 -2.2305
Cl -4.2415 -2.6571 -1.3827
C -3.4467 -0.1055 -1.1921
O -2.3324 0.3123 -1.5885
O -3.9151 0.1194 -0.0600
C 1.0098 -1.3335 2.6110
Ge -0.9288 -1.7708 2.6692
C -1.3513 -2.8421 1.0567
C -1.1932 -2.9261 4.2563
C -2.0352 -0.1587 2.6726
H 1.5949 -2.2453 2.4755
H 1.3362 -0.8696 3.5437
H 1.2526 -0.6527 1.7914
H -0.6021 -3.6163 0.8840
H -1.4062 -2.2149 0.1624
H -2.3189 -3.3305 1.1760
H -0.5102 -3.7774 4.2333
H -2.2162 -3.3032 4.2798
H -1.0176 -2.3643 5.1740
H -1.8249 0.4360 3.5703
H -3.0788 -0.4877 2.7556
C -0.1879 -2.7058 -2.7334
C 1.0026 -2.1699 -1.9441
Sb 0.6548 -0.1661 -1.1836
C 0.3179 0.8011 -3.0941
C 1.4205 0.5835 -4.1229
C 2.7409 0.4719 -0.9462
C 3.8021 -0.4800 -1.4830
H -0.0034 -3.7372 -3.0402
H -0.3620 -2.1123 -3.6322
H -1.1075 -2.6939 -2.1464
H 1.8941 -2.1241 -2.5683
H 1.2252 -2.8036 -1.0843
H 0.1860 1.8636 -2.8760
H -0.6413 0.4288 -3.4497
H 2.3796 0.9743 -3.7790
H 1.1699 1.0980 -5.0532
H 1.5442 -0.4760 -4.3551
H 2.8973 0.6516 0.1195
H 2.8012 1.4397 -1.4508
H 3.7774 -1.4392 -0.9640
H 4.7975 -0.0521 -1.3435
H 3.6713 -0.6667 -2.5494
F -1.7878 3.9091 1.4026
C -2.4155 2.9705 0.6160
F -3.6699 3.4318 0.4724
F -1.8143 3.1842 -0.6649
I 3.0115 5.0326 -0.5355
C 2.0989 3.8514 0.9309
C 2.4790 3.9194 2.2606
C 1.8430 3.0840 3.1664
C 0.8743 2.2112 2.7053
N 0.5112 2.1485 1.4228
C 1.1030 2.9682 0.5551
H 3.2518 4.6032 2.5843
H 2.0964 3.1092 4.2166
H 0.3689 1.5277 3.3768
H 0.7642 2.9236 -0.4739
*
```